Record 1
Molecular formula: C3H5NO3
Method: DFT, ωB97M-V with the def2-TZVPD basis set

```
12
Properties=species:S:1:pos:R:3:forces:R:3:lowdin_charge:R:1
N 0.149142 0.335015 1.029780 -0.193 0.034 0.028 0.157
C -0.614835 -0.773183 0.762226 -0.061 -0.131 0.038 -0.457
O -0.950469 -1.648159 1.528109 0.205 0.351 -0.216 0.079
C -0.906889 -0.669648 -0.727685 -0.154 -0.249 -0.020 -0.082
O -0.558748 0.656243 -1.069070 0.092 0.039 -0.122 -0.037
C 0.452756 1.071412 -0.193559 -0.148 0.077 0.308 -0.413
O 1.736748 0.765080 -0.634847 0.135 -0.133 0.110 0.044
H 1.946287 -0.097450 -0.253997 0.227 0.038 -0.250 0.104
H 0.600360 0.438188 1.929481 -0.015 0.206 -0.293 0.163
H -0.285855 -1.388658 -1.278362 -0.150 -0.050 0.108 0.139
H -1.958651 -0.850985 -0.945167 0.093 0.049 -0.007 0.139
H 0.390153 2.162145 -0.146909 -0.031 -0.231 0.317 0.165
```
Positions in Å, forces in eV/Å.

As for the molar mass: 103.08 u. The value obtained for the orbital gap is 10.8 eV. Its relative energy (zero: lowest compared OMol25 entry of this formula, charge and spin) is 97.0 kJ/mol.

Record 2
Molecular formula: C3H5NO3
Method: DFT, ωB97M-V with the def2-TZVPD basis set

```
12
Properties=species:S:1:pos:R:3:forces:R:3:lowdin_charge:R:1
C 1.136130 -0.205299 0.848173 4.458 -0.836 1.201 0.014
C -0.069203 0.246269 0.902683 -4.818 1.195 1.513 -0.161
C -1.092028 -0.313977 0.135948 2.557 0.944 1.016 -0.283
N -2.332963 0.428174 0.188572 -1.489 -3.369 -1.194 -0.261
O -2.393399 1.614190 0.421035 -0.609 0.849 -0.455 0.090
O -3.458174 -0.431882 -0.193619 -1.010 -0.115 -2.478 -0.063
O -0.897866 -1.560266 -0.352486 -2.946 1.043 -1.759 0.093
H 1.931513 -0.194898 1.583583 -0.402 0.746 0.369 0.068
H 1.475878 -0.689114 0.006703 0.378 -1.336 -1.930 0.039
H -0.500824 0.847954 1.728314 0.835 0.015 -0.551 0.131
H -3.777747 -0.600176 -1.249065 1.820 1.578 3.489 0.199
H -1.684088 -1.642466 -0.970110 1.226 -0.713 0.778 0.134
```
Positions in Å, forces in eV/Å.

As for the molar mass: 103.08 u. The value obtained for the orbital gap (spin up / spin down) is 6.3 / 9.2 eV. The multiplicity is 3. Its relative energy (zero: lowest compared OMol25 entry of this formula, charge and spin) is 268.8 kJ/mol.

Record 3
Molecular formula: C3H5NO3S
Method: DFT, ωB97M-V with the def2-TZVPD basis set

```
13
Properties=species:S:1:pos:R:3:forces:R:3:lowdin_charge:R:1
C -1.660285 -0.009040 -0.117708 0.334 1.580 -1.768 -0.994
C 1.428372 -0.625810 -0.208444 1.417 -0.738 -4.871 -0.175
C 0.233359 1.351426 0.205025 0.286 2.333 -2.996 -0.229
H -1.064456 -1.889001 0.745655 -0.079 4.002 -1.178 0.228
H 2.225777 -0.755632 -1.149465 -1.610 -0.895 3.128 0.198
H 1.617491 -1.060283 0.790101 0.862 1.665 -0.024 0.139
H 0.425599 2.438390 0.104550 -0.431 -0.502 -0.166 0.156
H 0.280144 1.142206 1.213662 -0.360 -1.066 2.166 0.119
N -0.759501 -0.870327 0.316917 0.801 -9.274 3.561 -0.020
O 0.284134 -1.464722 -0.537345 -0.365 2.796 -0.344 -0.091
O 1.193603 0.738543 -0.560653 1.599 -1.633 1.970 -0.060
O -0.965062 1.071761 -0.475046 -1.324 2.237 0.183 -0.043
S -3.239175 -0.067508 -0.327250 -1.129 -0.505 0.340 0.771
```
Positions in Å, forces in eV/Å.

As for the molar mass: 135.14 u. The value obtained for the orbital gap is 9.0 eV. Its relative energy (zero: lowest compared OMol25 entry of this formula, charge and spin) is 482.5 kJ/mol.

Record 4
Molecular formula: C3H5NO3S
Method: DFT, ωB97M-V with the def2-TZVPD basis set

```
13
Properties=species:S:1:pos:R:3:forces:R:3:lowdin_charge:R:1
C 0.889958 -0.367657 -0.884228 1.713 -0.030 -0.230 -0.479
C 1.452164 0.696861 0.002330 -0.213 -0.455 0.005 -0.529
C -0.344163 -1.131405 -0.623460 -0.725 -2.102 0.238 -0.106
N 0.575348 1.243205 0.911638 4.849 -0.954 0.888 0.029
O 2.633091 0.995189 -0.057564 0.012 0.623 0.652 0.012
O 1.596871 -1.823353 -2.937467 -0.145 -0.186 0.155 -0.532
O 1.047691 2.341001 1.637621 1.919 -0.400 -0.780 -0.013
S 2.042728 -0.769421 -2.021075 -1.230 0.502 0.626 1.064
H -1.195580 -0.504195 -0.141228 1.303 -1.312 -1.227 0.105
H -0.096199 -2.037517 0.101731 -0.500 1.976 -1.098 0.134
H -0.553066 -1.701608 -1.608298 -0.469 1.182 1.521 0.094
H -0.285350 1.331413 0.570321 -4.490 0.945 -1.139 0.079
H 2.054434 2.293085 1.410546 -2.024 0.210 0.390 0.141
```
Positions in Å, forces in eV/Å.

As for the molar mass: 135.14 u. The value obtained for the orbital gap (spin up / spin down) is 8.5 / 8.5 eV. Its relative energy (zero: lowest compared OMol25 entry of this formula, charge and spin) is 334.3 kJ/mol.

Record 5
Molecular formula: C3H5NO4
Method: DFT, ωB97M-V with the def2-TZVPD basis set

```
13
Properties=species:S:1:pos:R:3:forces:R:3:lowdin_charge:R:1
C 1.168077 -0.927424 1.322557 0.361 0.023 -0.126 -0.026
C 0.789204 0.706536 -0.356633 0.436 0.619 1.947 -0.602
C -1.192802 -0.931775 -1.625877 0.009 -1.801 -0.291 -0.018
N -1.465421 1.078291 -0.802768 -0.448 0.893 0.534 0.002
O -0.127211 1.569565 -0.842066 -0.576 -0.336 -0.408 -0.003
O 0.263105 -0.068822 0.636840 -0.201 0.509 -1.064 -0.064
O 1.953229 0.873286 -0.566416 -0.240 -0.443 -0.467 0.148
O -1.754551 -1.680380 -0.973861 0.158 0.475 -0.376 0.033
H -1.805939 1.109812 0.167458 0.156 0.422 -0.511 0.123
H -1.986702 1.688254 -1.445990 0.418 -0.155 0.668 0.129
H 2.186080 -0.590269 1.156859 0.087 -0.019 0.054 0.092
H 1.049691 -1.937307 0.954448 -0.046 -0.248 -0.102 0.095
H 0.923239 -0.889767 2.375451 -0.114 0.060 0.142 0.094
```
Positions in Å, forces in eV/Å.

As for the molar mass: 119.08 u. The value obtained for the orbital gap is 10.6 eV. Its relative energy (zero: lowest compared OMol25 entry of this formula, charge and spin) is 314.3 kJ/mol.

Record 6
Molecular formula: C3H5NO4S
Method: DFT, ωB97M-V with the def2-TZVPD basis set

```
14
Properties=species:S:1:pos:R:3:forces:R:3:lowdin_charge:R:1
C 1.913622 0.560506 0.124230 1.675 1.923 -0.067 -0.188
C 0.204268 -1.182570 -0.098592 -1.050 -0.813 2.290 -0.230
C 1.389681 -0.472279 -0.477847 1.890 -0.381 -2.289 -0.126
N 2.663522 1.459360 0.500893 -1.211 0.041 0.183 0.161
O -2.789498 0.777904 -0.911521 -1.822 0.047 -0.473 -0.205
O -1.907150 -0.225982 1.233828 -1.668 1.180 -0.971 -0.165
O -0.995773 -0.802779 -0.851950 0.193 0.679 -0.409 -0.213
O -0.646421 1.494054 -0.059831 0.841 0.977 0.912 -0.207
S -1.614457 0.495683 -0.214931 0.398 -2.158 0.585 0.539
H -2.763450 -0.688947 1.050979 0.739 0.330 0.527 0.117
H 0.175888 -2.272896 -0.170717 0.496 0.232 -0.237 0.134
H -0.006232 -0.932385 0.981562 0.321 -0.611 -1.146 0.127
H 1.936194 -0.684676 -1.447916 -0.816 0.109 1.144 0.148
H 2.439802 2.475013 0.341817 0.014 -1.556 -0.047 0.109
```
Positions in Å, forces in eV/Å.

As for the molar mass: 151.14 u. The value obtained for the orbital gap is 9.7 eV. Its relative energy (zero: lowest compared OMol25 entry of this formula, charge and spin) is 34.1 kJ/mol.

Record 7
Molecular formula: C3H5NOS
Method: DFT, ωB97M-V with the def2-TZVPD basis set

```
11
Properties=species:S:1:pos:R:3:forces:R:3:lowdin_charge:R:1
C -0.402697 -1.091407 -0.252052 -0.738 -2.143 0.831 -0.114
C 0.695623 -0.102724 -0.466462 2.983 -2.378 -1.162 -0.300
C 0.592104 1.033543 0.458102 0.235 3.077 -1.096 -0.719
N -1.583142 -0.778911 0.036496 -0.513 1.923 -0.572 -0.028
O -2.757211 -0.789153 0.188635 1.007 -0.692 0.041 0.136
S -0.652403 2.273691 -0.093405 0.141 -1.806 0.267 0.445
H -0.163531 -2.220829 -0.138093 -0.454 1.800 -0.367 0.184
H 1.688403 -0.747279 -0.164713 -2.094 1.535 -1.126 0.160
H 0.694221 0.152016 -1.587461 0.293 -0.176 1.696 0.136
H 0.334777 0.711102 1.405018 -0.626 -0.817 2.046 0.025
H 1.553859 1.559951 0.613931 -0.235 -0.323 -0.558 0.075
```
Positions in Å, forces in eV/Å.

As for the molar mass: 103.15 u. The value obtained for the orbital gap (spin up / spin down) is 5.3 / 5.3 eV. Its relative energy (zero: lowest compared OMol25 entry of this formula, charge and spin) is 610.2 kJ/mol.

Record 8
Molecular formula: C3H5NOS
Method: DFT, ωB97M-V with the def2-TZVPD basis set

```
11
Properties=species:S:1:pos:R:3:forces:R:3:lowdin_charge:R:1
C -0.188654 -0.698042 -0.144853 0.671 -0.988 -0.917 -0.260
C -1.419206 -1.147739 0.061263 -4.404 -0.216 3.658 -0.006
C 1.665037 0.836654 0.325254 1.181 -0.457 -1.369 -0.509
H -0.963249 1.576004 -1.081512 1.116 -0.318 2.848 0.185
H 0.566570 -1.299829 -0.549321 0.693 -2.084 0.369 0.031
H -2.550170 -0.623506 0.501221 4.055 -0.670 -1.704 0.144
H -1.575799 -2.220797 0.455215 0.800 1.378 -1.814 0.070
H 1.852443 1.970457 0.844595 -0.734 -3.448 -1.623 0.162
N 0.412855 0.551319 -0.201430 -1.064 1.486 1.181 -0.303
O -0.612377 1.456028 -0.102181 -1.299 2.617 -2.214 -0.054
S 2.812555 -0.400548 -0.108248 -1.015 2.699 1.584 0.541
```
Positions in Å, forces in eV/Å.

As for the molar mass: 103.15 u. The value obtained for the orbital gap is 8.3 eV. Its relative energy (zero: lowest compared OMol25 entry of this formula, charge and spin) is 568.8 kJ/mol.

Record 9
Molecular formula: C3H5NOS
Method: DFT, ωB97M-V with the def2-TZVPD basis set

```
11
Properties=species:S:1:pos:R:3:forces:R:3:lowdin_charge:R:1
C 0.541842 -0.938105 -0.345473 1.417 -1.064 -1.367 -0.529
C -0.758897 -0.472844 0.285027 1.839 1.130 0.716 -0.513
C -1.004450 0.969472 -0.032154 -1.564 2.702 -0.068 -0.181
H 1.757463 0.088794 1.339301 0.225 0.120 -0.021 -0.131
H 0.500990 -1.010391 -1.477569 -0.271 0.213 1.331 0.104
H 0.884453 -1.956419 0.003305 -0.839 0.998 -0.203 0.092
H -0.546663 -0.424105 1.373100 -0.414 -0.291 -0.196 0.147
H -1.968889 -1.962794 0.526434 -0.008 -0.655 0.754 0.100
N -1.343366 2.092267 -0.114377 1.107 -3.135 0.035 0.160
O -1.815783 -1.249472 -0.070506 -1.318 0.092 -1.137 0.029
S 1.914469 0.203981 0.009733 -0.173 -0.109 0.156 0.722
```
Positions in Å, forces in eV/Å.

As for the molar mass: 103.15 u. The value obtained for the orbital gap is 9.8 eV. Its relative energy (zero: lowest compared OMol25 entry of this formula, charge and spin) is 148.8 kJ/mol.

Record 10
Molecular formula: C3H5NOS
Method: DFT, ωB97M-V with the def2-TZVPD basis set

```
11
Properties=species:S:1:pos:R:3:forces:R:3:lowdin_charge:R:1
C 0.605533 -1.733952 -0.011797 -1.476 -0.456 0.251 -0.473
C 1.506343 0.442708 -0.209582 -0.243 0.629 -0.089 -0.048
C -1.513605 0.064659 0.374795 0.231 -0.152 0.015 -0.590
N 1.491568 -0.833581 -0.173413 1.186 0.136 -0.277 -0.102
O -2.378175 0.852635 -0.296060 -0.317 0.189 -0.123 -0.054
S -1.171291 -1.509330 -0.074526 0.239 -0.242 -0.053 0.946
H 0.872230 -2.723223 0.308627 0.067 -0.289 0.069 0.051
H 2.330939 0.925399 -0.706596 0.187 0.132 -0.055 0.058
H 0.710317 1.066844 0.187864 -0.026 -0.048 0.168 0.044
H -1.082036 0.525562 1.243487 0.045 0.114 0.074 0.076
H -2.802351 0.362069 -1.012783 0.107 -0.012 0.019 0.093
```
Positions in Å, forces in eV/Å.

As for the molar mass: 103.15 u. The value obtained for the orbital gap (spin up / spin down) is 6.9 / 7.6 eV. Its relative energy (zero: lowest compared OMol25 entry of this formula, charge and spin) is 394.8 kJ/mol.

Record 11
Molecular formula: C3H5NOS
Method: DFT, ωB97M-V with the def2-TZVPD basis set

```
11
Properties=species:S:1:pos:R:3:forces:R:3:lowdin_charge:R:1
C 0.511423 0.157155 0.067598 2.329 1.415 -0.442 -0.893
C -0.500909 -0.886849 0.298439 -0.629 -1.046 0.545 -0.195
C -1.941599 -0.665184 -0.113517 -0.057 -1.987 0.321 -0.247
H -0.925161 1.574539 0.234636 0.824 0.037 -0.172 0.093
H 0.677362 2.274123 -0.019705 -0.352 -1.509 0.238 0.129
H -0.154200 -1.848169 -0.094594 0.018 0.248 0.161 0.106
H -0.499094 -0.971870 1.406653 -0.287 -0.312 -0.378 0.149
H -2.595172 -1.592659 -0.260851 0.912 0.573 0.093 0.140
N 0.094035 1.433116 0.160520 -0.785 0.546 -0.148 0.087
O -2.461524 0.394135 -0.213024 -0.731 1.721 -0.237 0.056
S 2.132295 -0.265725 -0.137544 -1.241 0.315 0.020 0.574
```
Positions in Å, forces in eV/Å.

As for the molar mass: 103.15 u. The value obtained for the orbital gap is 8.9 eV. Its relative energy (zero: lowest compared OMol25 entry of this formula, charge and spin) is 75.6 kJ/mol.

Record 12
Molecular formula: C3H5NOS
Method: DFT, ωB97M-V with the def2-TZVPD basis set

```
11
Properties=species:S:1:pos:R:3:forces:R:3:lowdin_charge:R:1
C -0.184460 1.047681 -0.045141 -1.729 1.353 1.825 -0.588
C -0.714559 -0.400693 -0.085563 1.179 -0.113 0.437 -0.126
C 0.517054 -1.363087 0.137934 -1.073 0.551 -0.762 -0.482
N -0.899241 2.096569 0.027508 0.251 0.484 -1.267 0.121
O 1.128306 1.250669 0.059578 2.019 -3.127 -0.442 -0.338
S 1.974739 -0.329368 -0.036264 -0.016 1.174 -0.264 0.941
H -1.459974 -0.714894 0.704407 0.414 1.105 -1.258 0.138
H -1.063629 -0.424116 -1.135518 -0.285 -0.719 0.708 0.123
H 0.520573 -1.905511 1.056297 -0.190 0.349 1.200 0.053
H 0.439468 -2.191140 -0.554153 0.497 0.176 -0.856 0.070
H -0.258272 2.933894 -0.129090 -1.068 -1.233 0.679 0.087
```
Positions in Å, forces in eV/Å.

As for the molar mass: 103.15 u. The value obtained for the orbital gap is 9.2 eV. Its relative energy (zero: lowest compared OMol25 entry of this formula, charge and spin) is 192.7 kJ/mol.